Computed, not measured: the ion C3H9N2S with charge +1 at a distorted geometry, with ωB97M-V/def2-TZVPD.

* net charge: +1
* energy above the lowest of the compared OMol25 structures with the same formula, charge and spin: 301.5 kJ/mol
* HOMO-LUMO gap: 7.11 eV
* SMILES: C=[NH+]CCNS
* DFT total energy: -627.0552 Eh
* LUMO energy: -5.2716 eV

Last column: natural (NBO) charge in e.
Atoms and positions in Å:
C -1.156 1.750 -0.114  0.128
N -1.355 0.488 -0.148  -0.364
C -0.676 -0.410 0.739  -0.269
C 0.424 -1.180 -0.108  -0.233
N 1.459 -0.393 -0.679  -0.809
S 2.454 0.697 0.148  0.178
H -0.663 2.087 0.680  0.218
H -1.672 2.298 -0.922  0.245
H -1.892 -0.041 -0.824  0.440
H -1.261 -1.232 1.126  0.251
H -0.309 0.283 1.427  0.215
H 1.050 -1.951 0.638  0.232
H -0.161 -1.874 -0.716  0.228
H 1.213 -0.208 -1.650  0.395
H 3.214 -0.319 0.898  0.144